Here is a molecular structure, C4H4CdO in a non-equilibrium geometry from the OMol25 dataset. Energies are from ωB97M-V with the def2-TZVPD basis set.

Atoms and positions in Å:
1 C -0.93828 0.88656 -0.52623
2 C -2.12881 0.22635 -0.55691
3 O -2.35948 -0.81384 0.26860
4 Cd -0.68278 -0.35872 1.19321
5 H -0.75941 1.61279 -1.32712
6 H -2.98183 0.49766 -1.20845
7 C 2.61458 -0.78738 0.45721
8 C 1.37174 -0.65390 0.58129
9 H 3.57293 -0.77754 -0.05404
10 H 2.29133 0.16801 1.17244

Atoms 1-3, force components in eV/Å:
C -1.3 0.7 -0.8
C 0.1 0.8 -1.1
O -2.6 -0.6 -0.3

The energy is -397.473869 hartree. Its HOMO-LUMO gap is 0.21626 hartree. Its max |F| is 2.718 eV/A. Its charge is 0. The LUMO energy comes out at -0.9 eV.